[1]
Entry from the OMol25 dataset: a molecular structure, C40H41AlN5O2STe2 (ωB97M-V/def2-TZVPD).

Output
E_HOMO: -3.40 eV
Maximum force: 0.01208 Eh/bohr
Relative energy (zero: lowest compared OMol25 entry of this formula, charge and spin): 427.87 kJ/mol
Calculated total energy: -3149.78642 Eh
Lowest unoccupied orbital energy: 2.4 eV
Frontier orbital gap: 5.80 eV

```
! wB97M-V def2-TZVPD RIJCOSX def2/J DEFGRID3
* xyz -1 1
Al 1.09835 -0.08298 1.02197
N 0.86950 -7.09625 -0.37083
C 0.25591 -5.83967 -0.32931
C 0.35390 -5.04480 0.81279
C -0.26546 -3.81042 0.86206
C -1.01370 -3.37698 -0.22180
C -1.13279 -4.16286 -1.35907
C -0.49991 -5.39087 -1.40961
S -1.74329 -1.74851 -0.29902
O -2.97701 -1.95490 -1.08419
O 2.27020 -1.66674 0.79147
N -0.23323 -0.76158 2.00451
C -1.42712 -0.95576 2.27998
N -2.27044 -1.68473 1.38021
C -3.40222 -2.30315 1.74931
C -3.88970 -2.09738 3.00000
C -3.20102 -1.11771 3.77512
N -2.08766 -0.54444 3.44319
H 1.67539 -7.17456 0.23030
H 1.08183 -7.41049 -1.30525
H 0.93034 -5.39553 1.66163
H -0.17066 -3.16990 1.72786
H -1.71231 -3.80354 -2.19709
H -0.58116 -6.00589 -2.29810
H -3.88277 -2.90257 0.98273
H -4.80053 -2.56216 3.34192
H -3.64541 -0.77771 4.70846
Te -1.17919 1.75996 -0.56685
C -2.63851 3.11721 0.25463
C -3.04902 2.95244 1.57780
C -3.98728 3.80880 2.14089
C -4.53389 4.83657 1.38784
C -4.14052 5.00434 0.06734
C -3.20131 4.14997 -0.49169
C 0.44096 2.96537 0.04200
C 0.60600 3.28768 1.31956
C 1.76271 4.10235 1.78384
C 2.74365 4.62018 0.69320
C 2.40858 4.22781 -0.71038
C 1.36613 3.45313 -0.99970
H -2.63392 2.14641 2.17380
H -4.28914 3.67182 3.17252
H -5.26468 5.50574 1.82505
H -4.56653 5.80358 -0.52697
H -2.89427 4.28614 -1.52193
H -0.08007 2.92305 2.07815
H 1.41876 4.90306 2.44562
H 2.91475 5.69777 0.75396
H 3.06052 4.58321 -1.50135
H 1.15509 3.18434 -2.02490
C 2.48355 -2.36601 3.10711
C 2.97842 -2.55634 1.68806
C 4.47427 -2.31959 1.56263
C 2.26292 -2.00537 -0.59019
C 2.78842 -3.18254 -1.06841
C 2.70699 -3.45875 -2.42975
C 2.08118 -2.52777 -3.24302
C 1.52602 -1.34841 -2.76861
C 0.83021 -0.46287 -3.77634
C -0.68578 -0.49702 -3.59588
C 1.38630 0.96233 -3.76057
C 1.58634 -1.01047 -1.37250
N 1.06588 0.07909 -0.78259
H 2.83650 -3.20794 3.70559
H 1.39601 -2.32859 3.15800
H 2.87252 -1.45678 3.56107
H 2.71406 -3.57045 1.38427
H 4.71293 -1.32310 1.93350
H 4.80619 -2.39283 0.52970
H 5.01154 -3.06122 2.15749
H 3.27059 -3.89856 -0.41750
H 3.12345 -4.37243 -2.83128
H 2.00610 -2.72891 -4.30782
H 1.03888 -0.89300 -4.76433
H -0.96294 -0.08071 -2.63204
H -1.05362 -1.52382 -3.63803
H -1.18806 0.08320 -4.37366
H 1.26441 1.37571 -2.76380
H 0.87157 1.59690 -4.48722
H 2.45276 0.95570 -3.99748
Te 2.82294 1.17850 2.69849
C 2.94283 3.32912 2.46280
C 3.90689 3.81138 1.34298
C 5.10725 4.58515 1.78190
C 5.29290 4.94660 3.04847
C 4.32419 4.59637 4.09437
C 3.25056 3.85242 3.82778
H 4.21521 2.99165 0.69150
H 5.84237 4.84590 1.02721
H 6.17468 5.50867 3.33192
H 4.50043 4.95080 5.10263
H 2.54544 3.60132 4.61151
*
```

***

[2]
Entry from the OMol25 dataset: 2 unconnected molecules or ions with the total composition C2H7N3 (ωB97M-V/def2-TZVPD).

Output
E_HOMO (spin up / spin down): -19.86 / -20.86 eV
Maximum force: 0.08194 Eh/bohr
Relative energy (zero: lowest compared OMol25 entry of this formula, charge and spin): 474.54 kJ/mol
Calculated total energy: -243.80617 Eh
Lowest unoccupied orbital energy (spin up / spin down): -11.8 / -10.7 eV
Frontier orbital gap (spin up / spin down): 8.02 / 10.12 eV

```
! wB97M-V def2-TZVPD RIJCOSX def2/J DEFGRID3
* xyz 2 1
C 1.46827 -0.23787 0.15632
C -1.84685 -0.45993 0.22333
N 2.74818 -0.08560 -0.01973
N -2.76624 0.18433 -0.20650
N 0.58150 0.51339 -0.44264
H 1.04534 -1.14216 0.59410
H -1.55097 -1.10433 1.03227
H 3.52858 -0.68605 0.38224
H 2.91549 0.67970 -0.70766
H -3.67991 0.12878 0.25476
H -3.04749 0.68831 -1.02251
H 0.60411 1.52144 -0.24398
*
```

***

[3]
Entry from the OMol25 dataset: 2 unconnected molecules or ions with the total composition CN3O2S (ωB97M-V/def2-TZVPD).

Output
E_HOMO: -3.61 eV
Maximum force: 0.05407 Eh/bohr
Relative energy (zero: lowest compared OMol25 entry of this formula, charge and spin): 298.14 kJ/mol
Calculated total energy: -750.86794 Eh
Lowest unoccupied orbital energy: 3.4 eV
Frontier orbital gap: 7.05 eV

```
! wB97M-V def2-TZVPD RIJCOSX def2/J DEFGRID3
* xyz -1 1
C -2.25094 0.07054 0.33223
N -2.29017 -0.73235 1.15574
N 0.92956 -0.42030 -0.30373
N 1.53229 0.38457 0.37021
O 2.30971 -0.86711 0.06751
O 1.89653 1.41575 0.90560
S -1.67921 1.00161 -0.86685
*
```

***

[4]
Entry from the OMol25 dataset: 15 unconnected molecules or ions with the total composition C33H92N28O18S (ωB97M-V/def2-TZVPD).

Output
E_HOMO: -9.40 eV
Maximum force: 0.17272 Eh/bohr
Calculated total energy: -4598.76017 Eh
Lowest unoccupied orbital energy: -0.1 eV
Frontier orbital gap: 9.30 eV

```
! wB97M-V def2-TZVPD RIJCOSX def2/J DEFGRID3
* xyz 0 1
C -6.07697 0.91710 7.89324
C -5.62226 -0.35791 7.30639
C -4.36538 -0.18675 6.48018
C -4.41209 -1.03337 5.27162
C -3.09498 -0.93150 4.57700
C -2.86797 -1.94540 3.50540
C -2.05444 -1.40566 2.39703
C -2.31086 -2.10861 1.09023
C -1.58951 -1.43337 -0.00538
C -0.19228 -1.92317 -0.01979
C 0.65238 -1.53758 -1.17289
S 2.19009 -2.50784 -0.97059
C 0.89812 -0.07982 -1.27587
C 1.26427 0.09313 -2.70675
O 2.61671 -0.17532 -2.80907
C 3.55184 0.85785 -2.92146
C 3.57815 1.72196 -1.72409
O 0.90953 1.19158 -3.28942
C -0.35036 1.65868 -2.78337
C -1.02005 2.47849 -3.77478
C -1.72220 1.58656 -4.72153
O 0.66114 -1.02282 -3.36448
C 0.07883 -1.81692 -2.50676
O -0.71159 -2.54328 -2.84198
H -6.51537 1.50489 7.14208
H -6.76066 0.75160 8.66833
H -5.27448 1.46498 8.31489
H -6.36464 -0.78135 6.69213
H -5.40035 -1.06743 8.04832
H -4.21347 0.82429 6.22401
H -3.57379 -0.58389 7.05048
H -5.14075 -0.67435 4.59419
H -4.55426 -2.04774 5.53358
H -2.33067 -0.97686 5.30074
H -3.05639 0.03232 4.14640
H -3.79094 -2.31386 3.15235
H -2.31980 -2.75190 3.91523
H -1.02091 -1.50049 2.60092
H -2.27780 -0.39543 2.23103
H -3.34890 -2.09826 0.92718
H -1.97241 -3.10495 1.20204
H -2.10865 -1.62107 -0.90606
H -1.62450 -0.39357 0.14854
H 0.28654 -1.59189 0.86010
H -0.23103 -2.96846 -0.01729
H 1.95571 -3.56328 -1.71700
H 1.67132 0.09822 -0.60763
H -0.00523 0.32983 -0.91806
H 3.49521 1.40775 -3.81333
H 4.47531 0.36602 -2.96052
H 3.50353 1.08499 -0.88646
H 4.50964 2.21792 -1.68810
H 2.80190 2.41530 -1.71770
H -0.12753 2.24519 -1.94023
H -0.97759 0.85318 -2.52034
H -1.71046 3.08957 -3.27689
H -0.29174 3.04196 -4.26839
H -1.06526 0.84817 -5.07660
H -2.14408 2.11122 -5.53159
H -2.44229 1.07849 -4.14620
C -1.41262 -0.59396 8.96530
O -2.25542 -1.38341 8.60240
N -1.29289 -0.20846 10.28480
N -0.51874 -0.01593 8.09988
H -0.60884 0.44611 10.61327
H -1.93427 -0.62000 10.93923
H -0.57830 -0.27748 7.13259
H 0.18415 0.63884 8.38216
C -1.24980 -2.28413 -7.13633
O -1.93426 -2.24582 -8.13836
N -1.75126 -2.31740 -5.86132
N 0.13111 -2.31998 -7.17764
H -1.16436 -2.35572 -5.04684
H -2.74639 -2.31167 -5.74601
H 0.57084 -2.33266 -8.07792
H 0.70169 -2.35783 -6.35263
C 2.55080 -0.41947 2.69534
O 1.35871 -0.16983 2.61194
N 3.20160 -1.13997 1.72733
N 3.32844 0.00123 3.73918
H 4.18797 -1.34948 1.74946
H 2.63473 -1.44462 0.95147
H 2.87980 0.52829 4.46750
H 4.31103 -0.20497 3.80468
C 1.00815 1.73670 -9.36832
O 0.86277 2.34857 -10.41891
N 0.52065 0.47783 -9.18211
N 1.68489 2.27350 -8.30111
H 0.64239 -0.04818 -8.33561
H 0.01162 0.06340 -9.94102
H 2.05606 3.19652 -8.40994
H 1.81597 1.79206 -7.43204
C 6.46203 -0.45930 1.13229
O 6.17123 -1.50670 1.69979
N 7.72389 -0.25075 0.65216
N 5.55714 0.54312 0.94762
H 8.01044 0.58353 0.17603
H 8.39173 -1.00160 0.78709
H 4.62760 0.38782 1.29911
H 5.76636 1.40634 0.48481
C -0.00655 2.83507 -14.33396
O -0.84966 1.96824 -14.23819
N 0.22996 3.49633 -15.52105
N 0.77393 3.22834 -13.27781
H 0.91906 4.21423 -15.62790
H -0.32528 3.23078 -16.31017
H 0.63441 2.76567 -12.39305
H 1.47109 3.94358 -13.34675
C -4.95940 2.31645 -2.46279
O -3.98327 2.69476 -1.83230
N -6.03759 1.72410 -1.84892
N -5.05043 2.44809 -3.81493
H -6.84797 1.40495 -2.34244
H -5.99567 1.61364 -0.85522
H -4.27759 2.88354 -4.27890
H -5.83406 2.14549 -4.35832
C 7.36276 -5.27619 0.86285
O 6.83602 -5.95826 0.00117
N 8.37042 -5.76237 1.66321
N 7.00521 -3.98264 1.10801
H 8.82178 -5.21436 2.36931
H 8.66035 -6.70788 1.51215
H 6.28519 -3.59139 0.53807
H 7.42462 -3.40821 1.81182
C -8.03360 4.43476 6.15764
O -8.07565 3.39033 6.77092
N -6.94372 4.80164 5.40397
N -9.07103 5.33687 6.16437
H -6.88746 5.65800 4.88851
H -6.17197 4.16414 5.37758
H -9.87975 5.09740 6.70346
H -9.05641 6.20398 5.66428
C -4.74763 1.43506 11.78177
O -4.74314 0.42730 12.46065
N -3.65044 1.82260 11.05473
N -5.84194 2.25743 11.68806
H -3.61752 2.64569 10.48549
H -2.84636 1.22951 11.10445
H -6.65692 1.99378 12.20589
H -5.86587 3.08787 11.12934
C -1.98816 5.30980 -9.83268
O -2.91787 4.93453 -9.14651
N -1.32681 6.49001 -9.57789
N -1.53047 4.60078 -10.89610
H -0.55889 6.82278 -10.12682
H -1.64446 7.03374 -8.79974
H -1.98898 3.73416 -11.10454
H -0.76252 4.88908 -11.47099
C 1.11578 -1.69562 6.52701
O 1.03920 -0.51608 6.24465
N 0.62601 -2.20493 7.70446
N 1.69522 -2.60779 5.68414
H 0.67562 -3.17349 7.95266
H 0.19128 -1.56086 8.33625
H 2.05628 -2.25985 4.81535
H 1.76934 -3.58504 5.88898
C 0.99509 -5.97901 -4.53853
O 0.59967 -6.81950 -5.31573
N 2.03557 -6.21928 -3.66864
N 0.44104 -4.72289 -4.46292
H 2.38666 -5.54410 -3.01943
H 2.45803 -7.12625 -3.70208
H -0.31764 -4.52342 -5.08840
H 0.74583 -4.01348 -3.83147
C 10.24972 -1.75807 2.87114
O 9.72754 -2.39827 1.97001
N 11.14513 -2.31251 3.74272
N 9.96081 -0.43764 3.06002
H 11.58151 -1.80367 4.48665
H 11.36982 -3.28036 3.61642
H 9.30511 -0.03301 2.42026
H 10.35561 0.13026 3.78444
*
```